1.
Density functional theory data (wB97M-V/def2-TZVPD) for 2 unconnected molecules or ions with the total composition C5H12NO2.

Values from the calculation:
Spin multiplicity: 1
Molar mass, g mol⁻¹: 118.16
HOMO-LUMO gap, Eh: 0.399
Relative energy (zero: lowest compared OMol25 entry of this formula, charge and spin), kJ/mol: 144.75
Total charge: +1

CARTESIAN COORDINATES (ANGSTROEM)
C: -2.053511 -0.992458 -0.703641
O: -1.843975 -0.074791 0.397100
C: -0.898726 -0.936449 -1.652620
C: -0.060354 -1.952701 -1.810320
H: -2.976087 -0.717658 -1.215206
H: -2.165121 -1.994209 -0.294757
H: -2.637300 0.447598 0.551753
H: -0.758755 -0.016617 -2.208768
H: 0.737569 -1.909661 -2.534708
H: -0.205414 -2.858133 -1.240662
O: 1.874435 2.421414 2.313837
C: 2.200747 1.294740 2.068372
C: 1.512547 0.523443 0.958131
N: 0.437168 1.383503 0.398236
H: 2.976703 0.761803 2.633205
H: 2.220975 0.238211 0.182506
H: 1.079747 -0.390920 1.365029
H: -0.434865 0.822814 0.232462
H: 0.271046 2.160035 1.050967
H: 0.723171 1.790035 -0.490915

Atomic forces in eV per Å
-0.20 -0.03 -0.17
0.27 0.27 -0.13
0.15 -0.09 0.34
-0.25 0.29 -0.04
-0.03 -0.04 -0.01
-0.01 -0.05 0.02
-0.12 -0.13 0.05
-0.10 0.06 -0.18
0.15 -0.09 0.00
0.09 -0.21 -0.03
-0.09 0.10 0.07
0.04 -0.06 -0.01
0.02 -0.05 0.20
0.25 -0.21 -0.47
0.08 0.01 -0.03
0.01 0.01 -0.01
-0.08 0.02 -0.04
-0.26 0.07 0.31
0.05 0.03 0.08
0.01 0.09 0.04

Atomic partial charges in e from the Löwdin method, atoms 1 to 4: number 1, C, carries -0.21; number 2, O, carries -0.09; number 3, C, carries -0.18; number 4, C, carries 0.04

***

2.
Density functional theory data (wB97M-V/def2-TZVPD) for 2 unconnected molecules or ions with the total composition C5H12NO2.

Values from the calculation:
Spin multiplicity: 1
Molar mass, g mol⁻¹: 118.16
HOMO-LUMO gap, Eh: 0.347
Relative energy (zero: lowest compared OMol25 entry of this formula, charge and spin), kJ/mol: 302.84
Total charge: +1

CARTESIAN COORDINATES (ANGSTROEM)
O: 1.947783 2.002252 -0.390437
C: 2.888646 1.255938 -0.409293
C: 3.153029 0.128361 0.579394
C: 1.976909 -0.910497 0.845049
C: 0.634947 -0.107033 1.193438
C: -0.193867 0.266346 0.251164
N: -1.492172 1.018121 0.331878
H: 3.543021 1.193817 -1.348255
H: 3.921013 -0.620481 0.409914
H: 3.321317 0.640971 1.580791
H: 1.869292 -1.434268 -0.087011
H: 2.172542 -1.414044 1.772880
H: 0.439953 -0.169868 2.295727
H: 0.011698 0.219921 -0.845625
H: -1.843077 1.190182 -0.653731
H: -1.501265 1.974181 0.673889
H: -2.155562 0.482368 0.952496
H: -6.596507 -1.898333 -1.747032
H: -5.600128 -2.104853 -2.709937
O: -6.497571 -1.713080 -2.695299

Atomic forces in eV per Å
0.22 0.27 0.63
0.58 -1.92 -2.18
-1.04 -0.01 2.81
-1.80 4.04 -0.15
0.85 -2.27 0.97
0.04 0.92 -2.38
-1.14 -0.55 0.06
-0.33 0.50 1.02
0.90 0.97 -0.57
0.18 -0.61 -1.09
-0.27 -0.91 0.12
0.47 -0.93 -0.25
-0.14 0.84 -1.15
0.32 -0.31 1.26
0.04 -0.97 1.39
0.79 0.31 0.67
0.32 0.68 -1.17
-1.04 0.39 -0.11
-0.40 0.32 -1.07
1.44 -0.73 1.19

Atomic partial charges in e from the Löwdin method, atoms 1 to 4: number 1, O, carries 0.04; number 2, C, carries -0.25; number 3, C, carries -0.13; number 4, C, carries -0.12

***

no.,F_max (Eh/bohr)
1,0.011
2,0.086